9
Properties=species:S:1:pos:R:3:forces:R:3 method="wB97M-V/def2-TZVPD" homo_lumo_gap_ev=4.88 e_lumo_ev=-1.39 relative_energy_kcal_mol=92.3 charge=0 mol_weight_g_mol=126.124 total_energy_ev=-27718.8908
O 0.320 0.375 1.219 -1.160 1.234 0.736
C -0.772 0.768 -0.041 -1.877 -0.081 -0.251
C -1.643 -0.345 -0.478 1.046 -0.068 0.192
O -1.323 -1.506 -0.002 -1.693 0.416 -0.955
Ca 0.358 -1.690 1.039 1.705 -1.172 0.303
H -1.245 1.754 -0.098 0.048 -0.294 0.767
C 0.690 0.842 -0.063 1.972 1.817 -0.706
O 1.334 -0.182 -0.789 0.239 -2.257 -0.002
H 2.281 -0.015 -0.787 -0.280 0.405 -0.084